[1]
C3H3FHoO | ωB97M-V/def2-TZVPD

Geometry as XYZ:
```
9
Properties=species:S:1:pos:R:3
H -0.973 0.079 -1.565
H -1.708 -1.250 -0.538
C 0.223 -0.690 -0.002
H 0.243 -1.912 -0.253
Ho 1.676 2.093 -0.591
O -0.320 1.535 2.619
F 1.547 -0.391 -0.381
C -0.797 -0.768 -0.900
C 0.110 1.304 1.611
```

## Properties
* electronic energy: -33680.4333 eV
* HOMO (alpha / beta): -25.317 / -22.779 eV
* maximum force: 5.44 eV Å⁻¹
* net charge: +3
* energy relative to the best compared isomer or geometry (same formula, charge and spin): 12.6 kJ/mol
* multiplicity: 5

These are the Löwdin partial charges, in e, on atoms 1 to 5: H 0.16; H 0.17; C -0.03; H 0.31; Ho 1.84

=====

[2]
C11H40B2FeO13S2 | ωB97M-V/def2-TZVPD

Geometry as XYZ:
```
69
Properties=species:S:1:pos:R:3
O -1.163 -3.690 -2.435
C 0.791 3.888 -1.572
H 0.009 2.940 0.193
H -3.110 -1.836 1.770
B -3.071 2.395 -0.528
H 1.168 -3.118 0.951
O 3.107 0.908 2.833
H 4.745 -1.995 1.500
S -4.277 -1.637 -1.366
H -0.169 3.881 -2.095
H 3.057 0.411 2.001
H 4.862 -3.185 0.218
H 1.493 2.701 -3.221
C -2.237 -2.405 2.086
H 2.501 3.011 4.064
H 4.984 -1.445 -0.138
S -2.673 0.833 -4.113
H -1.538 -2.899 -2.005
O 2.538 -0.805 0.631
H 0.086 0.001 4.094
O -5.183 -1.567 -2.490
H -2.876 1.507 0.235
H 2.214 1.730 5.276
H -2.306 2.283 -1.434
O -2.459 2.061 -4.871
C 1.101 -0.127 3.704
H -2.907 3.468 0.027
C 1.766 1.157 3.259
O -4.489 -2.814 -0.529
C 4.465 -2.198 0.459
H -1.367 -1.947 1.608
H -1.707 -0.345 0.278
C 1.839 2.199 4.358
H 0.544 -4.102 -3.486
H -0.490 -1.043 -1.058
H 2.585 -4.147 0.917
H -0.719 0.884 -0.808
H 2.660 2.840 -1.924
H 1.245 5.772 -1.302
C 2.975 -2.116 0.288
H 1.432 3.870 0.538
H 2.432 -2.927 2.207
H 0.210 -0.158 0.590
O -1.511 0.559 -3.168
O -4.234 -0.360 -0.531
H -0.093 4.711 0.198
H 2.682 -2.260 -0.757
H 1.218 1.570 2.404
B -0.658 -0.162 -0.250
O -2.422 -3.739 1.634
C 0.530 3.858 -0.088
O -3.719 0.989 -3.021
C 0.085 -3.271 -2.942
H -0.044 -2.407 -3.602
H -1.650 -4.245 1.899
H 1.615 -0.708 0.312
H 1.176 1.794 -1.774
O 1.503 5.106 -1.943
O -2.818 -1.541 -1.807
Fe -2.496 0.411 -1.398
O -3.027 -0.309 -4.937
H 1.672 -0.624 4.497
H 0.767 -2.990 -2.124
H 0.996 -0.823 2.871
H 0.846 2.578 4.607
C 1.592 2.735 -2.134
C 2.241 -3.134 1.152
H -2.140 -2.340 3.180
H -4.177 2.368 -0.992
```

## Properties
* electronic energy: -96081.0421 eV
* HOMO (alpha / beta): 0.058 / 0.160 eV
* maximum force: 2.25 eV Å⁻¹
* net charge: -3
* multiplicity: 6

These are the Löwdin partial charges, in e, on atoms 1 to 5: O -0.13; C -0.46; H 0.07; H 0.08; B -0.41

=====

[3]
C37H53OPdSb2Si3 | ωB97M-V/def2-TZVPD

Geometry as XYZ:
```
97
Properties=species:S:1:pos:R:3
H 3.252 -0.350 -4.727
C 1.449 -2.504 1.711
C 0.656 -0.769 4.144
H -3.814 1.949 1.404
C 0.284 -3.768 -1.891
H 0.674 -6.227 2.634
C 1.710 0.089 3.435
H 0.919 -4.446 -1.313
Si -1.028 -0.329 -2.729
H -6.059 1.300 0.652
H 0.401 -2.621 -4.941
C -1.250 4.584 3.464
H -0.506 -3.428 -1.226
C -3.021 -0.055 1.357
C 3.320 2.527 1.859
C -2.770 1.673 -2.076
H -0.496 -2.527 0.829
C 2.382 -3.309 2.369
C 0.889 -5.197 2.379
H 4.431 4.274 2.446
H 2.643 0.047 4.004
C -2.246 4.476 4.422
H -2.331 0.338 -4.768
C 1.067 2.398 -2.983
H 4.254 1.245 -2.706
C 2.118 -4.632 2.706
C 3.514 0.883 -1.984
H 3.791 -2.064 -2.646
H -2.997 1.197 4.055
H 1.354 4.859 -0.475
H -3.677 1.063 -2.153
H 0.123 2.464 -2.436
C -2.491 2.141 3.887
O -1.644 0.893 -1.728
H -1.506 -0.436 4.241
Si 1.884 0.695 -2.884
C 3.629 3.883 1.829
H -3.247 -1.362 -2.791
H -0.083 3.571 1.984
H -2.564 -2.153 1.177
H -4.810 -2.793 0.429
H 3.355 -2.888 2.630
H 2.869 -5.228 3.214
C -1.270 0.273 -4.499
H 3.867 -0.069 -1.583
H 1.551 -3.916 -4.571
H 1.009 -1.799 4.206
H -6.574 -1.073 0.160
C -4.597 -1.754 0.651
H 3.352 -3.699 -2.117
H 1.742 3.159 -2.578
H 0.800 2.482 -0.375
H 3.161 5.793 0.948
H -2.615 2.196 -3.024
C -1.490 2.239 2.916
H 3.465 1.592 -1.154
H -2.929 2.415 -1.293
H 0.873 2.639 -4.032
C -5.295 0.541 0.774
C -0.875 3.473 2.713
C -3.326 -1.387 1.073
H 2.859 1.333 -5.099
C -2.236 -1.748 -2.609
H -2.013 -2.494 -3.380
H 1.404 1.139 3.437
C 2.289 1.973 1.095
C 0.739 -0.666 -2.338
H -0.754 5.532 3.298
H 1.634 0.065 -5.316
C -0.051 -4.426 1.706
Sb -0.987 0.475 1.800
H -2.538 5.341 5.005
Si 1.330 -2.381 -2.625
C 2.457 0.402 -4.678
H 2.138 -2.307 -5.019
H -0.796 -0.443 -5.180
H -1.046 -1.771 3.198
H -0.811 1.249 -4.675
Pd 0.302 -0.119 -0.312
C -4.022 0.905 1.198
H 3.217 -2.336 -0.990
C 1.908 4.212 0.197
C 2.919 4.737 0.990
C -0.757 -0.774 3.525
Sb 2.286 -0.375 1.334
C 1.365 -2.840 -4.464
C 1.597 2.853 0.263
H -1.005 -4.861 1.426
C -5.585 -0.789 0.497
H -2.239 -2.246 -1.638
H 0.571 -0.414 5.177
C 0.238 -3.103 1.380
H 3.912 1.876 2.504
H -3.646 3.157 5.381
H -0.180 -4.337 -2.704
C 3.087 -2.638 -2.034
C -2.867 3.250 4.634
```

## Properties
* electronic energy: -81467.5949 eV
* HOMO: -4.098 eV
* maximum force: 0.75 eV Å⁻¹
* net charge: -1

These are the Löwdin partial charges, in e, on atoms 1 to 5: H 0.02; C -0.38; C -0.35; H 0.09; C -0.18

=====

[4]
CdCl10O40 | ωB97M-V/def2-TZVPD

Geometry as XYZ:
```
51
Properties=species:S:1:pos:R:3
O -2.803 2.600 3.131
O -1.957 -4.147 0.182
O 1.683 1.811 0.829
O -1.199 -1.789 -0.470
O -2.823 -0.743 -2.548
O -4.210 0.357 -0.972
O -3.700 1.465 -3.192
O 3.048 3.700 0.072
O 0.772 3.213 -3.791
O 2.315 -2.741 -2.891
O 2.788 3.318 2.507
O -2.002 -3.351 -2.160
O 1.222 1.407 3.821
O -3.708 2.097 0.926
O 1.858 -4.719 1.627
Cl -2.588 2.811 1.671
O 2.839 3.412 -2.411
O 2.250 -2.772 3.029
O 0.242 -0.188 2.057
O -3.614 -2.357 2.851
O -3.781 0.116 3.264
O 0.803 -1.031 4.495
O 2.574 1.508 -4.159
O -1.381 2.028 1.282
O 2.483 -0.628 -0.439
O -2.442 -0.736 1.495
Cd -0.076 0.093 -0.005
O 4.743 -1.056 -0.383
Cl -2.164 -2.911 -0.771
O 4.117 1.219 -0.753
O -4.731 -0.963 1.310
O 2.061 -1.008 -4.317
Cl -3.192 0.626 -1.986
Cl -3.636 -0.993 2.244
O 0.967 4.196 1.059
Cl 2.182 -3.206 1.555
Cl 1.256 -1.913 -3.369
O -2.477 4.255 1.433
Cl 2.072 3.282 1.183
O 3.539 -2.989 0.938
O -1.933 1.140 -1.215
O 1.193 -2.369 0.811
Cl 0.303 0.202 3.583
O 0.154 -2.606 -4.091
O 3.808 -0.502 -2.488
O -1.102 0.502 3.953
O -3.484 -2.326 -0.526
O 0.747 -1.145 -2.273
Cl 1.889 2.451 -3.071
Cl 3.758 -0.213 -1.027
O 1.340 1.593 -2.001
```

## Properties
* electronic energy: -211564.3963 eV
* HOMO: 10.408 eV
* maximum force: 5.76 eV Å⁻¹
* net charge: -8

These are the Löwdin partial charges, in e, on atoms 1 to 5: O -0.43; O -0.44; O -0.44; O -0.49; O -0.42

=====

[5]
C17H18Cl2N3O3W | ωB97M-V/def2-TZVPD

Geometry as XYZ:
```
44
Properties=species:S:1:pos:R:3
H -0.272 -2.641 -2.005
C 2.995 -2.929 1.041
C -0.199 -0.933 3.291
Cl 2.838 -1.515 -0.063
C -1.398 2.295 -0.472
C 2.429 1.507 -3.734
H 3.451 -2.594 1.965
O 0.804 -0.827 2.413
N 0.305 0.551 -0.224
C 1.960 1.944 -1.408
C -2.036 3.642 1.417
C 1.523 0.459 -3.726
H -1.970 -2.165 3.187
H -2.309 -1.606 -1.359
H -0.294 -3.639 -0.736
O -0.067 -0.760 4.468
H 3.565 -3.706 0.546
H 2.135 2.515 -0.505
H -2.551 -3.366 -1.259
C -1.553 -1.298 2.675
C -2.175 3.299 0.080
C 2.642 2.244 -2.575
H -2.893 3.818 -0.542
N -1.407 -1.541 1.242
H -2.651 4.423 1.844
H 3.347 3.064 -2.583
O -3.218 -2.965 1.166
H 2.948 1.765 -4.646
C 1.048 0.890 -1.393
H 1.334 -0.109 -4.627
C -2.303 -2.378 0.642
H 0.448 1.501 2.254
C -0.478 1.619 0.326
W 0.410 -1.227 0.478
Cl 1.348 -3.496 1.387
H -1.508 2.025 -1.515
C -1.996 -2.522 -0.858
C -1.098 2.989 2.202
N -0.519 -2.690 -1.022
H -0.964 3.266 3.240
H 0.047 -0.589 -2.565
C -0.315 1.982 1.660
C 0.832 0.157 -2.561
H -2.233 -0.462 2.855
```

## Properties
* electronic energy: -55399.0416 eV
* HOMO (alpha / beta): -11.127 / -11.737 eV
* maximum force: 1.31 eV Å⁻¹
* net charge: +1
* energy relative to the best compared isomer or geometry (same formula, charge and spin): 0.0 kJ/mol
* multiplicity: 3

These are the Löwdin partial charges, in e, on atoms 1 to 5: H 0.10; C -0.78; C -0.59; Cl 0.66; C -0.02

=====

[6]
C4H10O2 | ωB97M-V/def2-TZVPD

Geometry as XYZ:
```
16
Properties=species:S:1:pos:R:3
C 0.258 -0.896 0.176
O 1.406 0.204 0.206
H -1.355 -0.673 1.741
C -1.178 -0.459 0.672
H 2.665 -0.205 -1.378
H 1.246 0.800 -1.814
H -1.383 1.191 -0.631
H 2.620 1.509 -0.957
H 0.135 -1.186 -0.867
H -1.407 1.674 1.124
C -0.994 1.011 0.375
H -2.461 -1.943 0.244
O -2.276 -1.038 -0.056
H 0.148 1.133 0.352
H 0.726 -1.619 0.825
C 1.999 0.593 -1.041
```

## Properties
* electronic energy: -8402.6194 eV
* HOMO: -9.482 eV
* maximum force: 2.60 eV Å⁻¹
* energy relative to the best compared isomer or geometry (same formula, charge and spin): 282.5 kJ/mol
* SMILES: COC[C@@H](C)O

These are the Löwdin partial charges, in e, on atoms 1 to 5: C -0.04; O -0.28; H 0.14; C -0.39; H 0.08

=====

[7]
C16H53FeO11 | ωB97M-V/def2-TZVPD

Geometry as XYZ:
```
81
Properties=species:S:1:pos:R:3
H 21.385 -7.784 5.418
H 19.468 -4.804 14.767
H 21.251 -5.691 6.831
O 16.095 -7.918 5.013
H 17.962 -3.907 4.671
H 16.562 -2.773 4.596
H 15.771 -6.922 6.797
H 16.874 -6.144 5.797
H 22.350 -2.318 7.882
H 20.441 -8.997 11.386
C 18.413 -5.343 8.687
H 15.053 -5.309 4.298
H 22.861 -2.414 12.263
C 19.492 -8.508 6.102
C 18.597 -4.631 10.019
H 18.431 -1.495 5.492
C 15.927 -6.702 5.736
O 21.867 -5.612 7.576
H 17.631 -4.647 10.533
C 14.454 -4.966 9.187
O 16.426 -1.926 9.199
H 18.973 -7.568 5.867
O 18.597 -9.578 5.838
H 17.700 -9.228 5.784
H 13.340 -3.540 8.452
H 13.924 -6.475 4.984
C 17.708 -4.313 13.637
H 19.380 -5.446 8.182
H 14.530 -5.145 5.997
H 21.705 -8.126 9.451
H 21.916 -5.863 9.308
C 21.131 -7.431 10.065
H 14.288 -7.036 8.517
H 21.407 -4.376 10.814
H 21.305 -4.834 13.211
H 15.121 -6.841 10.037
C 21.683 -3.824 13.382
H 22.267 -3.846 14.304
O 17.191 -3.437 14.639
H 20.131 -7.231 9.665
H 20.277 -7.326 12.028
H 15.413 -4.756 8.689
H 18.887 -3.202 7.627
H 20.864 -3.139 13.596
H 19.092 -5.964 13.507
O 13.338 -4.502 8.452
C 20.899 -8.014 11.456
H 22.609 -6.190 7.341
O 19.009 -3.294 9.834
O 21.664 -2.807 8.359
H 21.363 -9.497 5.746
H 17.227 -2.428 9.436
H 16.876 -4.842 13.159
O 19.171 -2.893 6.751
C 22.497 -3.443 12.175
H 16.949 -2.614 14.207
H 13.333 -6.642 9.919
H 18.135 -5.993 14.946
C 18.647 -5.313 14.266
H 17.341 -1.809 6.787
H 16.740 -1.149 8.726
H 18.250 -3.699 12.907
H 19.344 -5.202 10.583
H 19.692 -8.500 7.181
C 20.770 -8.689 5.319
O 21.821 -6.182 10.240
H 23.390 -4.021 11.939
H 14.511 -4.500 10.180
H 16.665 -3.961 5.859
C 17.268 -3.292 5.244
O 21.638 -3.437 10.991
Fe 20.446 -2.040 9.866
H 17.702 -4.889 7.995
H 21.867 -8.064 11.957
C 14.789 -5.853 5.206
C 14.293 -6.451 9.442
H 21.498 -3.603 7.826
C 18.033 -2.308 6.106
H 20.611 -8.816 4.252
H 18.027 -6.354 8.853
H 16.564 -7.725 4.194
```

## Properties
* electronic energy: -74353.0585 eV
* HOMO (alpha / beta): -12.141 / -12.141 eV
* maximum force: 3.30 eV Å⁻¹
* net charge: +1
* multiplicity: 5

These are the Löwdin partial charges, in e, on atoms 1 to 5: H 0.05; H 0.06; H 0.08; O -0.07; H 0.08

=====

[8]
C8H14 | ωB97M-V/def2-TZVPD

Geometry as XYZ:
```
22
Properties=species:S:1:pos:R:3
H 0.976 2.158 -2.000
H 0.349 -3.160 0.411
C 0.978 3.575 -0.481
C -1.104 -0.968 0.727
H -1.896 0.676 1.877
H -2.590 -2.248 0.036
C -1.930 0.264 0.869
H -0.048 -0.865 0.957
H 2.680 -0.658 -0.140
H 2.008 -0.045 -1.750
C 1.870 1.309 -0.185
H -1.065 -4.159 0.754
H 0.517 4.332 -1.098
H 2.044 1.553 0.859
H -2.968 0.067 0.601
H -0.701 -3.723 -0.902
C -0.683 -3.352 0.125
C 2.204 0.135 -0.700
H 1.215 3.843 0.541
H -1.558 1.032 0.185
C 1.239 2.369 -0.971
C -1.536 -2.135 0.284
```

## Properties
* electronic energy: -8521.1835 eV
* HOMO: -8.913 eV
* maximum force: 0.33 eV Å⁻¹
* energy relative to the best compared isomer or geometry (same formula, charge and spin): 183.0 kJ/mol
* SMILES: C/C=C/C.C=CC=C

These are the Löwdin partial charges, in e, on atoms 1 to 5: H 0.10; H 0.07; C 0.00; C -0.20; H 0.07